Entry from OMol25: a structure of composition C31H21Br2CdN2O (wB97M-V/def2-TZVPD).

Each line ends with the Mulliken charge.
Element x y z (Å)
Cd (-1.178, 0.681, -1.342)  0.433
C (-0.483, -2.793, -0.872)  -1.277
C (0.809, -2.032, -0.810)  0.745
C (1.975, -2.637, -0.288)  -0.933
C (3.113, -1.900, -0.155)  -0.956
C (3.123, -0.537, -0.534)  1.094
C (4.232, 0.331, -0.395)  -0.026
Br (5.878, -0.311, 0.310)  -0.279
C (4.130, 1.646, -0.750)  -0.357
C (2.940, 2.156, -1.275)  -0.174
Br (2.868, 4.002, -1.700)  -0.173
C (1.790, 1.384, -1.488)  0.487
O (0.709, 1.835, -1.981)  -0.930
C (1.926, -0.016, -1.070)  -0.232
N (0.811, -0.782, -1.200)  0.126
H (-0.311, -3.844, -1.107)  0.496
H (-1.143, -2.364, -1.626)  0.147
H (-0.984, -2.741, 0.100)  0.062
H (1.944, -3.675, 0.018)  0.464
H (4.013, -2.339, 0.253)  0.319
H (4.974, 2.310, -0.625)  0.416
C (1.487, 3.037, 4.974)  -0.380
C (2.088, 3.445, 3.791)  -0.641
C (1.493, 3.154, 2.573)  -0.201
C (0.296, 2.437, 2.508)  0.338
C (-0.304, 2.045, 3.706)  -0.055
C (0.286, 2.341, 4.925)  -0.718
C (-0.274, 2.134, 1.177)  -0.060
C (-0.903, 1.020, 0.783)  -2.225
C (-1.039, -0.166, 1.651)  1.182
C (-2.287, -0.727, 1.941)  -0.163
C (-2.394, -1.893, 2.684)  -0.583
C (-1.254, -2.549, 3.132)  -0.513
C (-0.007, -2.014, 2.836)  -0.765
C (0.100, -0.838, 2.111)  0.131
H (1.948, 3.264, 5.928)  0.366
H (3.023, 3.990, 3.816)  0.383
H (1.963, 3.470, 1.648)  0.332
H (-1.240, 1.503, 3.677)  0.450
H (-0.196, 2.027, 5.843)  0.371
H (-0.077, 2.908, 0.437)  0.504
H (-3.180, -0.237, 1.569)  0.462
H (-3.374, -2.302, 2.901)  0.369
H (-1.337, -3.468, 3.698)  0.357
H (0.893, -2.517, 3.171)  0.404
H (1.077, -0.429, 1.877)  0.462
N (-4.658, -1.885, -7.545)  -0.547
C (-4.151, -1.473, -6.598)  0.009
C (-3.522, -0.959, -5.415)  0.568
C (-2.135, -0.818, -5.367)  -0.852
C (-1.540, -0.327, -4.215)  0.279
C (-2.283, 0.041, -3.085)  -0.810
C (-3.671, -0.112, -3.174)  0.238
C (-4.294, -0.603, -4.312)  -0.739
H (-1.539, -1.094, -6.228)  0.396
H (-0.460, -0.221, -4.197)  0.407
H (-4.298, 0.156, -2.330)  0.387
H (-5.371, -0.713, -4.355)  0.406

The energy relative to the best compared isomer or geometry (same formula, charge and spin) comes out at 0.0 kJ/mol. The spin multiplicity is 1. The value obtained for the LUMO energy is 2.4 eV. The value obtained for the energy is -182167.141 eV. The net charge is -1. The HOMO energy comes out at -4.7 eV. The orbital gap comes out at 7.2 eV.